Model A:
Formula: C2H6NO2P
Source: the OMol25 dataset
Level of theory: wB97M-V/def2-TZVPD

ORCA input file:
```
! RIJCOSX wB97M-V def2-TZVPD def2/J DEFGRID3
* xyz 0 1
C 1.14 -0.74 -1.17
P -0.12 -1.08 0.17
C -1.32 0.24 -0.38
O 0.80 0.21 1.32
N -0.03 0.50 2.32
O 0.38 1.36 3.10
H 1.61 -1.75 -1.37
H 0.53 -0.31 -1.98
H 1.71 -0.08 -0.64
H -1.68 0.68 0.50
H -0.89 1.11 -1.01
H -2.14 -0.14 -0.84
*
```

Properties
E_LUMO   0.256 eV
SMILES   CP(C)ON=O

---

Model B:
Formula: C2H6NO2P
Source: the OMol25 dataset
Level of theory: wB97M-V/def2-TZVPD

ORCA input file:
```
! RIJCOSX wB97M-V def2-TZVPD def2/J DEFGRID3
* xyz 0 1
C 0.11 -0.51 1.15
C 0.41 0.03 -0.27
N 1.67 -0.40 -0.84
O -2.06 1.80 0.09
O -1.08 -1.17 0.76
P -1.33 -0.68 -0.78
H 0.69 -1.34 1.58
H -0.08 0.45 1.80
H 0.17 1.12 -0.13
H -2.12 2.29 -0.81
H 1.96 -0.15 -1.72
H 1.66 -1.43 -0.82
*
```

Properties
E_LUMO (spin up / spin down)   -1.347 / -1.348 eV

---

Tell me which of them is the most stable. Sure, it is model A.

---

Model A:
Formula: C2H6NO2P
Source: the OMol25 dataset
Level of theory: wB97M-V/def2-TZVPD

ORCA input file:
```
! RIJCOSX wB97M-V def2-TZVPD def2/J DEFGRID3
* xyz 0 1
C 1.03 -0.95 0.23
C 0.24 -0.07 -0.74
N 0.34 1.34 -0.52
O 1.81 -0.44 1.20
O 0.97 -2.16 0.17
P -1.73 -0.93 0.77
H 0.15 -0.39 -1.79
H 1.86 0.56 1.02
H 0.40 1.85 0.30
H -0.31 1.85 -1.09
H -2.73 -1.18 -0.27
H -2.03 0.53 0.71
*
```

Properties
E_LUMO   -0.572 eV

---

Model B:
Formula: C2H6NO2P
Source: the OMol25 dataset
Level of theory: wB97M-V/def2-TZVPD

ORCA input file:
```
! RIJCOSX wB97M-V def2-TZVPD def2/J DEFGRID3
* xyz 0 1
C -0.14 0.63 -0.51
C 2.04 0.35 0.62
N 0.49 0.22 0.55
O 0.11 1.18 -1.51
O -0.11 -0.71 1.32
P -2.92 -0.11 0.00
H 2.36 1.37 0.47
H 2.51 -0.20 1.44
H 2.34 -0.12 -0.27
H -0.98 -0.96 0.92
H -2.62 -0.90 1.30
H -2.68 -1.18 -0.80
*
```

Properties
E_LUMO (spin up / spin down)   -0.846 / -0.414 eV

---

Tell me which of them is the most stable. Sure, it is model A.

---

Model A:
Formula: C2H6NO2P
Source: the OMol25 dataset
Level of theory: wB97M-V/def2-TZVPD

ORCA input file:
```
! RIJCOSX wB97M-V def2-TZVPD def2/J DEFGRID3
* xyz 0 1
C 1.53 0.16 0.55
C 0.14 0.41 0.12
N -0.50 -0.38 -0.66
O -0.02 -1.46 -1.19
P -2.23 0.15 -0.94
O -2.70 0.71 0.33
H 1.90 1.16 0.66
H 1.95 -0.45 -0.20
H 1.45 -0.50 1.49
H -0.40 1.05 0.72
H -2.01 1.08 -2.06
H -2.71 -1.13 -1.37
*
```

Properties
E_LUMO   0.491 eV
SMILES   C/C=[N+](\[O-])[PH2]=O

---

Model B:
Formula: C2H6NO2P
Source: the OMol25 dataset
Level of theory: wB97M-V/def2-TZVPD

ORCA input file:
```
! RIJCOSX wB97M-V def2-TZVPD def2/J DEFGRID3
* xyz 0 1
C -1.39 -0.01 -0.32
N -0.03 0.44 -0.17
C 0.32 0.80 1.18
O 0.84 -0.84 -0.51
P 1.79 -0.76 -1.82
O 2.48 -2.03 -1.79
H -1.53 -0.37 -1.34
H -1.65 -0.80 0.39
H -2.04 0.85 -0.16
H 1.38 1.02 1.22
H -0.25 1.70 1.42
H 0.07 0.01 1.90
*
```

Properties
E_LUMO   0.168 eV
SMILES   CN(C)OP=O

---

Tell me which of them is the most stable. Sure, it is model B.

---

Model A:
Formula: H3O5
Source: the OMol25 dataset
Level of theory: wB97M-V/def2-TZVPD

ORCA input file:
```
! RIJCOSX wB97M-V def2-TZVPD def2/J DEFGRID3
* xyz 1 1
O 1.27 -1.26 -0.12
O -0.39 0.64 1.04
O -1.57 0.57 -0.67
O 0.59 -0.09 -0.78
O -0.63 -0.11 -0.07
H 1.88 -1.43 -0.79
H 0.24 0.20 1.72
H -1.39 1.46 -0.34
*
```

Properties
E_LUMO   -5.650 eV

---

Model B:
Formula: H3O5
Source: the OMol25 dataset
Level of theory: wB97M-V/def2-TZVPD

ORCA input file:
```
! RIJCOSX wB97M-V def2-TZVPD def2/J DEFGRID3
* xyz 1 1
O 0.96 -0.59 -1.27
O -0.07 1.31 0.24
O -0.92 -0.38 1.66
O -0.14 -0.86 -0.28
O 0.00 -0.01 0.77
H 1.57 -1.46 -1.30
H 0.38 1.92 0.79
H -1.77 -0.03 1.37
*
```

Properties
E_LUMO   -6.026 eV

---

Tell me which of them is the most stable. Sure, it is model B.